(1)
{
  "formula": "C5H14OS",
  "method": "the ωB97M-V functional and the def2-TZVPD basis",
  "spin_multiplicity": 1,
  "lumo_ev": 0.809,
  "orbital_gap_ev": 9.47,
  "symbols": ["C", "C", "C", "C", "S", "C", "H", "H", "H", "H", "H", "H", "H", "H", "H", "H", "H", "H", "H", "H", "O"],
  "xyz": [[2.088, -0.592, -1.445], [0.723, -0.367, -2.078], [-0.428, -0.058, -1.116], [-0.580, -1.049, 0.016], [0.143, -0.502, 1.694], [-1.280, -0.212, 2.729], [2.790, -0.978, -2.191], [2.468, 0.300, -0.935], [2.100, -1.388, -0.687], [0.468, -1.318, -2.567], [0.743, 0.356, -2.870], [-1.325, -0.162, -1.732], [-0.414, 0.987, -0.823], [-1.590, -1.192, 0.358], [0.041, -1.915, -0.130], [-2.196, -0.704, 2.404], [-1.486, 0.833, 2.808], [-1.056, -0.666, 3.689], [-0.589, 3.457, 1.464], [-0.083, 2.168, 0.804], [-0.537, 3.002, 0.607]]
}

=====

(2)
{
  "formula": "C22H42FIrNO2SeSi3",
  "method": "the ωB97M-V functional and the def2-TZVPD basis",
  "total_charge": -1,
  "spin_multiplicity": 5,
  "s_squared": 6.021,
  "lumo_ev": [2.682, 1.597],
  "orbital_gap_ev": [6.73, 6.84],
  "symbols": ["Ir", "C", "O", "Si", "C", "C", "C", "Si", "C", "C", "C", "Si", "C", "C", "C", "H", "H", "H", "H", "H", "H", "H", "H", "H", "H", "H", "H", "H", "H", "H", "H", "H", "H", "H", "H", "H", "H", "H", "H", "H", "H", "H", "F", "C", "C", "C", "C", "C", "C", "C", "H", "H", "H", "H", "H", "H", "Se", "C", "N", "C", "C", "C", "C", "O", "H", "H", "H", "H", "H", "H", "H", "H", "H"],
  "xyz": [[-0.616, 0.039, 0.040], [3.103, -0.191, -0.430], [2.007, 0.104, 0.385], [1.946, -0.056, 2.034], [2.825, -1.709, 2.453], [3.079, 1.270, 2.835], [0.086, 0.146, 2.314], [-0.492, 1.855, 2.924], [-0.054, 2.076, 4.788], [-2.370, 2.204, 2.856], [0.323, 3.376, 2.067], [-0.729, -1.344, 3.161], [-0.592, -3.002, 2.212], [-2.591, -1.094, 3.517], [0.014, -1.717, 4.898], [3.887, 0.562, -0.302], [2.763, -0.200, -1.466], [3.513, -1.173, -0.186], [3.906, -1.601, 2.382], [2.529, -2.485, 1.753], [2.599, -2.063, 3.452], [4.117, 1.141, 2.538], [3.041, 1.203, 3.917], [2.778, 2.272, 2.558], [-0.573, 1.344, 5.398], [-0.353, 3.062, 5.132], [1.009, 1.964, 4.972], [-2.898, 1.757, 3.690], [-2.788, 1.799, 1.942], [-2.576, 3.271, 2.879], [0.983, 3.073, 1.266], [0.902, 3.965, 2.772], [-0.432, 4.030, 1.636], [-1.118, -2.952, 1.264], [-1.019, -3.820, 2.788], [0.439, -3.255, 1.994], [-3.057, -0.571, 2.692], [-2.746, -0.509, 4.418], [-3.101, -2.044, 3.650], [1.093, -1.812, 4.875], [-0.390, -2.649, 5.284], [-0.225, -0.938, 5.614], [0.051, 2.228, -6.692], [0.010, 2.109, -5.330], [1.180, 1.858, -4.633], [1.137, 1.786, -3.260], [-0.065, 1.959, -2.540], [-0.087, 1.960, -1.110], [-1.229, 2.203, -3.301], [-1.198, 2.277, -4.674], [2.106, 1.732, -5.175], [2.051, 1.626, -2.707], [-0.886, 2.559, -0.679], [0.884, 2.145, -0.665], [-2.160, 2.356, -2.777], [-2.094, 2.473, -5.246], [1.985, -3.750, -1.383], [0.813, -2.512, -1.109], [-0.008, -1.691, -0.948], [-5.073, 0.215, 0.559], [-3.822, -0.161, -0.269], [-3.664, -1.694, -0.276], [-4.037, 0.313, -1.723], [-2.728, 0.456, 0.280], [-5.964, -0.201, 0.098], [-5.164, 1.297, 0.612], [-4.981, -0.168, 1.571], [-4.520, -2.168, -0.752], [-3.569, -2.063, 0.742], [-2.761, -1.954, -0.824], [-4.876, -0.207, -2.181], [-3.134, 0.120, -2.297], [-4.233, 1.382, -1.732]]
}

=====

(3)
{
  "formula": "C2H3NO2",
  "method": "the ωB97M-V functional and the def2-TZVPD basis",
  "spin_multiplicity": 1,
  "lumo_ev": 0.241,
  "orbital_gap_ev": 9.41,
  "symbols": ["N", "C", "O", "C", "O", "H", "H", "H"],
  "xyz": [[1.175, -0.438, 0.140], [-0.145, -0.755, 0.019], [-0.574, -1.832, -0.355], [-1.137, 0.283, 0.492], [-0.987, 1.333, -0.288], [1.856, -1.111, -0.180], [1.460, 0.527, 0.196], [-1.648, 1.993, -0.023]]
}

=====

(4)
{
  "formula": "C22H30O2SiYb",
  "method": "the ωB97M-V functional and the def2-TZVPD basis",
  "total_charge": 1,
  "spin_multiplicity": 2,
  "s_squared": 0.756,
  "lumo_ev": [-2.811, -4.055],
  "orbital_gap_ev": [7.57, 6.39],
  "symbols": ["C", "C", "C", "H", "C", "C", "H", "H", "H", "H", "Yb", "C", "H", "H", "H", "Si", "C", "C", "H", "C", "H", "C", "H", "C", "H", "C", "H", "C", "C", "H", "C", "H", "C", "H", "C", "H", "C", "H", "H", "H", "C", "O", "C", "C", "O", "C", "H", "H", "H", "H", "H", "H", "H", "H", "H", "H"],
  "xyz": [[0.042, -0.509, 2.708], [1.197, -0.985, 2.012], [2.331, -0.268, 2.486], [1.233, -1.816, 1.296], [1.876, 0.612, 3.514], [0.484, 0.472, 3.636], [-0.141, 0.952, 4.399], [-0.968, -0.899, 2.582], [3.364, -0.426, 2.161], [2.527, 1.209, 4.152], [0.942, 1.587, 1.210], [0.644, 0.780, -2.333], [1.359, 1.346, -1.737], [-0.230, 1.401, -2.558], [1.108, 0.627, -3.320], [0.069, -0.963, -1.595], [-1.524, -1.698, -2.197], [-2.162, -2.612, -1.329], [-1.611, -3.068, -0.505], [-3.539, -2.804, -1.385], [-4.040, -3.381, -0.602], [-4.280, -2.204, -2.402], [-5.368, -2.341, -2.426], [-3.627, -1.434, -3.362], [-4.214, -1.013, -4.186], [-2.258, -1.144, -3.250], [-1.769, -0.452, -3.936], [1.558, -2.059, -1.646], [1.294, -3.441, -1.671], [0.294, -3.778, -1.933], [2.276, -4.337, -1.243], [2.060, -5.414, -1.251], [3.517, -3.847, -0.812], [4.270, -4.550, -0.442], [3.784, -2.467, -0.811], [4.757, -2.088, -0.463], [2.796, -1.567, -1.218], [2.959, -0.488, -1.136], [-0.026, -0.163, -0.239], [-0.289, -1.651, -0.312], [1.393, 4.472, 2.344], [0.896, 3.782, 1.179], [-0.186, 4.362, 0.395], [-1.495, 3.608, 0.631], [-1.176, 2.232, 1.026], [-2.344, 1.435, 1.325], [1.200, 3.862, 3.231], [0.900, 5.440, 2.444], [2.467, 4.601, 2.210], [-0.332, 5.414, 0.669], [0.089, 4.268, -0.670], [-2.068, 4.097, 1.441], [-2.115, 3.600, -0.288], [-2.349, 0.545, 0.682], [-2.328, 1.126, 2.378], [-3.247, 2.036, 1.146]]
}

=====

(5)
{
  "formula": "C2H6NO3",
  "method": "the ωB97M-V functional and the def2-TZVPD basis",
  "total_charge": -1,
  "spin_multiplicity": 1,
  "lumo_ev": 4.005,
  "orbital_gap_ev": 8.43,
  "symbols": ["O", "C", "O", "C", "N", "H", "H", "H", "H", "H", "H", "O"],
  "xyz": [[-0.683, -0.286, -2.545], [-0.376, -0.089, -1.354], [-1.072, 0.467, -0.465], [1.019, -0.606, -0.936], [1.499, 0.002, 0.328], [1.729, -0.396, -1.737], [0.960, -1.689, -0.838], [0.715, 0.584, 0.631], [1.556, -0.716, 1.043], [-1.646, 0.633, 2.684], [-1.673, 0.881, 1.167], [-2.028, 1.216, 2.023]]
}

=====

(6)
{
  "formula": "C28H35CoN5P2S",
  "method": "the ωB97M-V functional and the def2-TZVPD basis",
  "spin_multiplicity": 4,
  "s_squared": 3.781,
  "lumo_ev": [-0.226, -1.033],
  "orbital_gap_ev": [6.41, 7.31],
  "symbols": ["Co", "C", "C", "C", "C", "C", "C", "C", "C", "C", "H", "H", "H", "H", "H", "H", "H", "H", "H", "H", "H", "H", "H", "H", "H", "P", "P", "N", "N", "N", "N", "C", "C", "C", "C", "C", "C", "C", "C", "C", "C", "C", "C", "C", "C", "C", "C", "C", "C", "H", "H", "H", "H", "H", "H", "H", "H", "H", "H", "H", "H", "H", "H", "H", "H", "H", "H", "H", "H", "S", "C", "N"],
  "xyz": [[1.559, -2.998, -0.128], [-1.576, 4.867, -2.398], [-0.761, 4.649, -1.359], [-1.086, 4.807, 0.095], [-2.576, 4.695, 0.486], [-3.246, 3.416, 0.068], [-3.842, 3.155, -1.099], [-4.026, 4.096, -2.259], [-3.023, 5.268, -2.365], [0.537, -4.692, -0.050], [-1.176, 4.828, -3.420], [0.295, 4.425, -1.544], [-0.726, 5.784, 0.462], [-0.515, 4.047, 0.651], [-2.615, 4.726, 1.587], [-3.115, 5.577, 0.127], [-3.281, 2.672, 0.875], [-4.356, 2.198, -1.246], [-5.040, 4.534, -2.241], [-3.974, 3.500, -3.184], [-3.234, 5.768, -3.325], [-3.235, 6.001, -1.580], [0.966, -5.038, -1.013], [-0.563, -4.775, -0.113], [0.926, -5.307, 0.788], [-0.077, -2.298, 0.999], [2.285, -0.955, -0.046], [-1.646, -2.525, 0.247], [-0.314, -2.946, 2.635], [1.865, 0.029, -1.444], [3.930, -0.409, 0.132], [-0.073, -0.500, 1.276], [1.387, -0.028, 1.273], [-1.865, -2.997, -1.050], [-3.231, -2.954, -1.306], [-3.872, -2.415, -0.140], [-2.873, -2.157, 0.796], [-0.499, -4.300, 2.936], [-0.517, -4.448, 4.322], [-0.352, -3.148, 4.896], [-0.216, -2.249, 3.842], [1.739, -0.485, -2.734], [1.285, 0.537, -3.562], [1.103, 1.704, -2.754], [1.482, 1.367, -1.462], [4.414, 0.905, 0.031], [5.719, 0.936, 0.509], [6.049, -0.395, 0.937], [4.940, -1.196, 0.696], [-0.600, -0.225, 2.196], [-0.643, -0.059, 0.443], [1.471, 1.057, 1.129], [1.919, -0.285, 2.207], [-1.034, -3.340, -1.652], [-3.705, -3.259, -2.228], [-4.927, -2.228, -0.011], [-2.920, -1.722, 1.785], [-0.559, -5.036, 2.151], [-0.615, -5.386, 4.850], [-0.312, -2.903, 5.950], [-0.035, -1.183, 3.859], [1.986, -1.520, -2.933], [1.113, 0.467, -4.622], [0.738, 2.674, -3.055], [1.500, 1.973, -0.564], [3.801, 1.700, -0.371], [6.355, 1.808, 0.564], [6.980, -0.706, 1.388], [4.771, -2.253, 0.854], [4.687, -6.170, -0.439], [3.852, -4.839, -0.245], [3.193, -3.839, -0.106]]
}

=====

ΔE to the lowest compared entry with this formula, charge and spin, respectively: 8.6 0.4 58.1 0.0 6.2 0.0 kcal per mole.